(1)
Below is a structure of composition C5H6O4Yb at a distorted geometry, with properties calculated with ωB97M-V/def2-TZVPD.

Last column: Mulliken charge in e.
Cartesian coordinates (Å):
C -0.29 -2.65 -0.17  -0.75
Yb -0.36 1.47 0.21  1.62
C 2.10 -0.06 -0.44  0.60
H 2.45 1.84 -0.82  0.42
C 0.85 -2.04 0.12  0.10
O 1.76 1.24 -0.50  -0.40
C -2.95 -1.18 2.98  -0.74
H -2.58 -2.18 2.64  0.28
C -2.61 -0.11 2.33  0.80
H 1.82 -2.51 0.25  0.39
H -1.18 -2.11 -0.50  0.25
H -3.27 -1.08 4.02  0.31
O -2.12 0.77 1.70  -0.57
H -0.37 -3.71 0.06  0.29
O 3.12 -0.58 -0.75  -0.34
O 0.94 -0.64 -0.05  -0.26

LUMO (Ha): -0.333
Highest occupied orbital energy (Ha): -0.630
Gap between HOMO and LUMO (eV): 8.079
Charge: +2
Spin multiplicity: 1



(2)
Below is a structure of composition C5H6O5Sm at a distorted geometry, with properties calculated with ωB97M-V/def2-TZVPD.

Last column: Mulliken charge in e.
Cartesian coordinates (Å):
O 0.18 -1.69 3.45  -0.53
H -2.73 -0.58 1.43  0.32
O -1.75 -0.47 -0.24  -0.39
H 2.96 2.28 -3.43  0.26
C 2.18 1.56 -3.67  -0.83
H -0.44 1.49 1.49  0.29
H -2.75 1.02 0.72  0.37
O 1.84 -0.49 -2.31  -0.50
C -0.86 0.52 1.79  -0.43
O 0.31 -2.62 1.37  -0.67
H -1.12 0.52 2.85  0.35
O 0.15 -0.45 1.52  -0.38
C 0.15 -1.69 2.23  0.75
C -2.07 0.17 0.91  -0.21
Sm 0.29 -1.69 -0.57  1.53
H 1.59 1.66 -4.58  0.27
C 2.08 0.47 -2.96  0.81

LUMO (spin up / spin down) (Ha): -0.141 / -0.263
Highest occupied orbital energy (spin up / spin down) (Ha): -0.413 / -0.501
Gap between HOMO and LUMO (spin up / spin down) (eV): 7.388 / 6.467
Charge: +1
Spin multiplicity: 8



(3)
Below is an isolated molecule of C5H6OS2 at a distorted geometry, with properties calculated with ωB97M-V/def2-TZVPD.

Last column: Mulliken charge in e.
Cartesian coordinates (Å):
C -1.55 1.31 -0.21  -0.27
H -1.61 1.25 -1.28  0.40
C -0.21 0.87 1.93  -1.20
H -0.17 1.97 2.03  0.30
C 1.42 -1.98 -2.01  -0.14
C -0.44 0.60 0.46  0.62
S 1.93 -2.71 -3.37  -0.18
H 1.84 -2.22 -1.03  0.20
H -1.08 0.55 2.45  0.31
S 0.24 -0.63 -1.91  0.00
H 0.64 0.30 2.29  0.39
C 0.26 -0.38 -0.19  -0.14
O -2.27 2.07 0.42  -0.50
H 0.99 -0.99 0.41  0.21

LUMO (Ha): -0.027
Highest occupied orbital energy (Ha): -0.329
SMILES: C/C(C=O)=C/SC=S
Gap between HOMO and LUMO (eV): 8.234
Charge: 0
Spin multiplicity: 1



no.,calculated total energy (eV)
1,-44983.67735
2,-33415.22274
3,-28998.54411